1.
19
Properties=species:S:1:pos:R:3 method="wB97M-V/def2-TZVPD" homo_lumo_gap_ev=9.944 smiles=CC(C)c1n[nH]nc1P homo_ev=-8.87 spin_multiplicity=1
C 1.2592 0.9410 -0.9130
C 1.1399 0.2184 0.4178
C 2.2172 -0.7702 0.5862
C -0.1526 -0.4920 0.3657
N -0.4016 -1.7326 0.3890
N -1.6916 -1.9286 0.0408
N -2.4282 -0.8191 -0.0780
C -1.6372 0.1780 0.0681
P -2.2305 1.8443 -0.3860
H 1.2982 0.4842 -1.8953
H 2.0478 1.7474 -0.8436
H 0.3020 1.5520 -0.8616
H 1.0210 0.9661 1.2676
H 2.1329 -1.3870 -0.2833
H 2.1550 -1.5837 1.3993
H 3.2033 -0.2013 0.4453
H -2.1425 -2.8621 0.1066
H -2.4950 2.4307 0.7537
H -3.5972 1.4146 -0.5793

2.
19
Properties=species:S:1:pos:R:3 method="wB97M-V/def2-TZVPD" homo_lumo_gap_ev=8.717 smiles="C[C@@]1(N)SC=CNC1=[NH2+]" charge=+1 homo_ev=-12.40 spin_multiplicity=1
C 1.5464 0.6594 -0.5580
C 0.5058 0.4843 0.5852
N 1.1807 0.1979 1.8065
S -0.7349 1.7821 0.7574
C -1.6189 1.6609 -0.6929
C -1.8183 0.4415 -1.2587
N -1.3042 -0.8072 -0.7950
C -0.3417 -0.9274 0.1478
N 0.0652 -2.1179 0.6053
H 2.0085 1.4850 -0.2380
H 2.1543 -0.1994 -0.5550
H 1.1487 0.6435 -1.5207
H 0.7322 0.6836 2.6666
H 2.1959 0.2433 1.7304
H -2.3198 2.3735 -1.0025
H -2.5384 0.1516 -2.0764
H -1.6480 -1.6352 -1.0566
H -0.1054 -2.9831 0.1586
H 0.8919 -2.1364 1.2961

3.
19
Properties=species:S:1:pos:R:3 method="wB97M-V/def2-TZVPD" homo_lumo_gap_ev=9.047 charge=+1 homo_ev=-12.46 spin_multiplicity=1
C 1.9065 -1.5322 0.4475
C 1.4820 -0.5298 -0.4214
C 2.9099 -1.1047 1.2259
C 2.2392 0.5983 -0.4045
C -1.3206 0.6350 0.0700
N -0.8596 1.8803 0.2132
N -2.5085 0.4100 -0.3763
N -3.2542 -0.7956 -0.5320
S 3.3672 0.5158 0.9198
H 1.4426 -2.5429 0.5378
H 0.7550 -0.8630 -1.1213
H 3.3743 -1.6112 2.0346
H -0.4050 -0.0538 -0.0510
H -1.5515 2.6674 0.3701
H 0.0968 1.9536 0.5730
H -3.0764 1.3186 -0.3982
H 2.2401 1.4133 -1.0293
H -4.0745 -0.7306 -1.2318
H -2.7634 -1.6282 -0.8261

4.
19
Properties=species:S:1:pos:R:3 method="wB97M-V/def2-TZVPD" homo_lumo_gap_ev=8.822 homo_ev=-8.38 spin_multiplicity=1
H 2.3657 1.6275 -0.1066
N 1.2255 1.9258 0.1785
C 0.6457 0.6960 -0.0056
N 1.3219 -0.5407 0.0355
C 2.7711 -0.4198 0.0973
N -0.7277 0.3898 -0.0819
C -1.7676 1.3832 -0.0575
N -2.8484 0.7799 0.0756
C -2.7249 -0.6607 0.1506
C -1.2011 -0.9551 0.0938
H 1.1124 -1.0029 -1.0406
H 3.2273 -1.4829 -0.1518
H 3.2217 0.4598 -0.4993
H 3.2784 -0.2167 1.1894
H -1.5709 2.4698 -0.1579
H -3.4892 -0.8838 1.0474
H -3.2409 -1.0227 -0.7479
H -0.7698 -1.3034 0.9761
H -0.8292 -1.2433 -0.9950

5.
19
Properties=species:S:1:pos:R:3 method="wB97M-V/def2-TZVPD" homo_lumo_gap_ev=8.029 charge=+2 homo_ev=-17.54 spin_multiplicity=1
C -1.1208 -0.2239 0.9452
C 0.5774 1.7219 0.7354
C -1.2385 -1.4937 -1.0969
C 1.0118 2.8704 1.2145
C 1.9428 -0.1307 -0.2102
N -0.2652 0.6750 0.5637
N -1.5310 -1.2345 0.2169
N -1.9626 -2.4001 -1.6018
N 0.8777 0.8304 -0.3277
H -1.3071 -0.3512 2.0375
H 0.6191 3.4506 1.9325
H 1.9616 3.3606 0.7167
H 1.6861 -0.8970 -0.8767
H 2.7048 0.5479 -0.4296
H 1.9035 -0.5406 0.7181
H -2.2560 -1.7839 0.6955
H -1.7631 -2.4557 -2.5690
H -2.6789 -3.0500 -1.2653
H 0.8384 1.1045 -1.3990

6.
20
Properties=species:S:1:pos:R:3 method="wB97M-V/def2-TZVPD" homo_lumo_gap_ev=10.642 smiles="[H]/N=C1/C/C(=N/[H])N[NH+](C=C)N1" charge=+1 homo_ev=-14.13 spin_multiplicity=1
H 1.5556 -3.1073 0.6255
N 2.0188 -2.2300 0.1663
C 1.3069 -1.2368 0.0002
C 1.8887 0.0117 -0.6494
C 1.4256 1.2784 -0.0058
N 2.2517 2.1224 0.3505
H 1.8242 3.0056 0.8882
N 0.0023 1.3816 0.0099
N -0.6634 0.0839 -0.0873
C -2.0300 0.2104 0.4431
C -3.0641 -0.1163 -0.2519
N -0.0465 -1.0742 0.3394
H 2.9136 -0.0772 -0.5512
H 1.5226 -0.1632 -1.7140
H -0.3533 2.0900 0.5533
H -0.8401 -0.1329 -1.1504
H -2.3005 0.4075 1.4455
H -3.9703 -0.1198 0.3094
H -2.8475 -0.4630 -1.2891
H -0.5943 -1.8707 0.5678

7.
20
Properties=species:S:1:pos:R:3 method="wB97M-V/def2-TZVPD" homo_lumo_gap_ev=9.617 charge=+1 homo_ev=-13.87 spin_multiplicity=1
C 1.0274 1.6168 0.1747
C -0.1164 -1.2644 -0.1170
C 2.3182 0.1696 0.4683
C 0.0689 2.6792 -0.0495
C -1.2083 -2.3658 -0.6253
N 1.9804 1.4496 1.0887
N 0.4016 -0.4048 -1.0722
N 3.1412 -0.7262 0.5467
N 1.3043 0.4779 -0.5232
N 0.2114 -1.0414 1.0800
H -0.2525 3.1080 0.8989
H -0.7868 2.3176 -0.6165
H 0.5359 3.4831 -0.6259
H -1.5572 -2.9196 0.2342
H -0.7276 -3.0253 -1.3383
H -2.0210 -1.8306 -1.1018
H 2.4155 2.0624 1.7607
H 0.6482 -0.7741 -1.9819
H 3.8184 -0.7729 1.2953
H -0.2152 -1.6314 1.7807

8.
17
Properties=species:S:1:pos:R:3 method="wB97M-V/def2-TZVPD" homo_lumo_gap_ev=6.121 smiles="C=C(N)CCC[O-]" charge=-1 homo_ev=-2.36 spin_multiplicity=1
C 2.0749 -0.5490 -1.4853
C 1.3188 -0.3772 -0.3894
N 1.9642 -0.8351 0.8471
C -0.1629 -0.1810 -0.5389
C -0.8240 0.3777 0.7033
C -2.3324 0.8270 0.5712
O -3.0430 1.3543 1.5328
H 2.9732 -1.1418 -1.5649
H 1.4549 -0.4750 -2.3779
H 2.6035 -0.1442 1.2242
H 1.2280 -0.8508 1.5525
H -0.7006 -1.0296 -0.9539
H -0.2224 0.6292 -1.2677
H -0.8432 -0.3778 1.5080
H -0.4099 1.3537 0.9637
H -2.2926 1.5063 -0.3877
H -2.7865 -0.0866 0.0628

9.
17
Properties=species:S:1:pos:R:3 method="wB97M-V/def2-TZVPD" homo_lumo_gap_ev=5.936 smiles=[O-]C[C@H]1CCCN1 charge=-1 homo_ev=-2.02 spin_multiplicity=1
O 0.3616 -1.8506 1.9951
C 0.6320 -0.5731 1.5882
C 0.5953 -0.3362 -0.0477
C -0.8176 -0.7046 -0.8223
C -1.4384 0.6882 -0.9510
C -0.2215 1.6458 -1.1146
N 0.9199 1.0123 -0.4581
H -0.1993 0.2088 1.8990
H 1.5368 -0.2050 1.9977
H 1.4361 -1.0465 -0.4100
H -0.4995 -1.2410 -1.8523
H -1.4168 -1.4693 -0.3382
H -2.1698 0.6321 -1.7281
H -2.0090 1.1181 -0.1427
H -0.0106 1.6795 -2.2466
H -0.1944 2.7191 -0.7499
H 1.6951 1.0023 -1.0988

10.
17
Properties=species:S:1:pos:R:3 method="wB97M-V/def2-TZVPD" homo_lumo_gap_ev=5.778 smiles="C=NCCCC[O-]" charge=-1 homo_ev=-2.24 spin_multiplicity=1
C 2.5757 -0.3879 1.3153
N 2.5034 0.2031 0.1952
C 1.2538 0.8012 -0.2808
C 0.0413 -0.1595 0.0415
C -1.1437 0.1183 -0.8974
C -2.4998 -0.3822 -0.2859
O -3.5224 -0.4516 -1.1391
H 3.5158 -0.9080 1.4544
H 1.7153 -0.2544 1.9792
H 1.0819 1.7644 0.2018
H 1.3082 0.9255 -1.3755
H 0.4570 -1.1355 -0.1439
H -0.2568 -0.0443 1.0774
H -1.2190 1.2160 -1.0973
H -0.9581 -0.2830 -1.9151
H -2.6736 0.2981 0.6163
H -2.1787 -1.3200 0.2539

11.
17
Properties=species:S:1:pos:R:3 method="wB97M-V/def2-TZVPD" homo_lumo_gap_ev="10.538 / 7.741" homo_ev="-9.55 / -9.48" spin_multiplicity=2
C -1.2007 0.9953 -0.5593
O -2.3284 1.4856 -0.0368
C -0.2956 0.2072 0.3950
C 1.0630 -0.1329 -0.2188
C 1.2730 -1.6101 -0.1793
C 1.6249 -2.3835 -1.2054
N -0.0592 1.0980 1.5938
H -0.5768 1.7721 -1.0533
H -1.4527 0.4015 -1.4555
H -0.7851 -0.6740 0.8091
H 0.9529 0.1817 -1.2662
H 1.8479 0.4280 0.2828
H 1.2175 -2.1167 0.7818
H 1.6676 -1.9670 -2.1959
H 1.7213 -3.4590 -1.1167
H 0.1526 2.0201 1.2167
H -0.9660 1.2114 2.0438

12.
17
Properties=species:S:1:pos:R:3 method="wB97M-V/def2-TZVPD" homo_lumo_gap_ev=9.363 smiles="[NH3+]/C=C/CCC=O" charge=+1 homo_ev=-13.14 spin_multiplicity=1
N -1.4392 0.0691 -2.4336
C -0.4171 -0.5941 -1.5653
C 0.0357 0.0476 -0.5077
C 1.0225 -0.5563 0.4469
C 0.6341 -0.2750 1.8966
C 0.4621 1.1726 2.2672
O 0.8570 2.0850 1.5955
H -1.2460 -0.2241 -3.3979
H -1.5613 1.0792 -2.4704
H -2.3667 -0.3276 -2.2583
H -0.0485 -1.4871 -2.0248
H -0.3538 1.0072 -0.1838
H 2.0376 -0.2089 0.2517
H 1.0672 -1.6352 0.3278
H 1.4554 -0.5512 2.5692
H -0.2020 -0.9142 2.1939
H 0.0631 1.3131 3.2929

ΔE to the lowest compared entry with this formula, charge and spin (kcal per mole)
37.07; 15.77; 44.42; 100.56; 138.53; 107.22; 35.53; 27.56; 29.54; 25.62; 17.28; 40.57